(1)
Below is C51H60BClN7O10P2S2Zr as an isolated structure, with properties calculated with the ωB97M-V functional and the def2-TZVPD basis.

Each line ends with the Löwdin charge.
Element x y z (Å)
Zr 1.166 -0.106 0.122  1.7548
O 3.067 -0.892 0.193  -0.2563
C 4.029 -0.886 1.071  -0.3067
C 5.074 -1.829 1.001  -0.0069
C 6.083 -1.847 1.931  -0.0835
C 6.119 -0.917 2.976  -0.1088
C 5.170 0.072 3.017  -0.0535
C 4.146 0.134 2.060  -0.1431
C 3.409 1.344 1.871  -0.0409
N 2.539 1.459 0.927  -0.1142
N 2.215 2.741 0.531  0.0909
C 1.477 2.715 -0.541  -0.4368
O 1.012 1.634 -1.085  -0.2035
C 1.290 4.024 -1.215  -0.1400
C 1.473 5.216 -0.515  -0.0345
C 1.355 6.432 -1.164  -0.0901
C 1.061 6.474 -2.522  -0.0978
C 0.900 5.290 -3.226  -0.0865
C 1.006 4.071 -2.575  -0.0304
H 5.061 -2.549 0.194  0.0979
H 6.867 -2.590 1.850  0.1021
H 6.899 -0.969 3.724  0.0950
H 5.214 0.840 3.782  0.1100
H 3.730 2.242 2.399  0.1345
H 1.715 5.155 0.537  0.1066
H 1.494 7.355 -0.614  0.1003
H 0.959 7.428 -3.025  0.0993
H 0.695 5.322 -4.290  0.1016
H 0.876 3.141 -3.115  0.1019
C -3.903 0.144 2.284  -0.0336
C -3.388 1.028 1.156  -0.4545
C -4.388 2.159 0.917  -0.0355
O -3.246 0.197 0.010  -0.2387
P -1.923 0.114 -1.029  0.5371
O -0.801 -0.557 -0.240  -0.4841
C -0.963 0.279 -2.764  -0.2018
P 0.380 -0.896 -2.777  0.5586
O 1.551 -0.715 -1.858  -0.3936
O 0.899 -0.752 -4.310  -0.1915
C 2.307 -0.632 -4.614  -0.4440
C 2.820 0.764 -4.280  -0.0367
C 2.447 -0.941 -6.094  -0.0482
O -0.030 -2.402 -2.642  -0.1924
C -1.063 -3.103 -3.359  -0.4336
C -0.479 -3.707 -4.628  -0.0349
C -1.604 -4.147 -2.399  -0.0379
O -2.712 -1.126 -1.786  -0.2518
C -4.070 -1.333 -2.147  -0.4472
C -4.781 -2.195 -1.112  -0.0312
C -4.815 -0.029 -2.435  -0.0393
H -3.955 0.712 3.214  0.0783
H -3.253 -0.718 2.421  0.0823
H -4.905 -0.212 2.033  0.0809
H -2.421 1.459 1.424  0.1139
H -5.361 1.747 0.638  0.0789
H -4.053 2.827 0.129  0.0520
H -4.502 2.731 1.841  0.0832
H -0.487 1.251 -2.871  0.0422
H -1.576 0.081 -3.643  0.0769
H 2.855 -1.371 -4.022  0.1379
H 2.275 1.508 -4.864  0.0850
H 3.883 0.835 -4.516  0.0869
H 2.680 0.969 -3.221  0.0647
H 1.889 -0.204 -6.672  0.0842
H 2.051 -1.933 -6.315  0.0726
H 3.496 -0.903 -6.386  0.0820
H -1.854 -2.400 -3.624  0.1172
H 0.349 -4.373 -4.377  0.0868
H -0.110 -2.917 -5.282  0.0622
H -1.246 -4.277 -5.154  0.0830
H -0.827 -4.873 -2.161  0.0871
H -2.468 -4.657 -2.828  0.0858
H -1.885 -3.650 -1.472  0.0639
H -4.021 -1.902 -3.086  0.1305
H -4.808 -1.667 -0.160  0.0691
H -4.233 -3.127 -0.973  0.0740
H -5.794 -2.423 -1.448  0.0815
H -5.120 0.445 -1.505  0.0662
H -5.690 -0.223 -3.056  0.0804
H -4.153 0.658 -2.967  0.0765
C 3.067 -3.471 -1.441  -0.0527
N 2.930 -4.171 -0.187  -0.1201
C 3.773 -5.167 0.256  -0.0743
C 3.237 -5.642 1.397  -0.0939
N 2.079 -4.958 1.666  -0.0115
B 1.079 -5.487 2.736  -0.4831
N 0.778 -4.498 3.901  -0.0080
C -0.417 -4.533 4.580  -0.0895
C -0.335 -3.729 5.659  -0.0914
N 0.930 -3.170 5.637  -0.1424
C 1.443 -2.167 6.531  -0.0749
C 1.620 -3.668 4.559  -0.7760
S 3.241 -3.336 4.270  0.5742
C 1.907 -4.021 0.705  -0.6493
S 0.628 -2.913 0.484  0.7336
H 3.996 -3.795 -1.911  0.0909
H 3.083 -2.400 -1.273  0.0457
H 2.225 -3.704 -2.096  0.0823
H 4.664 -5.442 -0.280  0.1086
H 3.600 -6.406 2.059  0.1105
H 1.593 -6.463 3.234  0.0706
H 0.032 -5.740 2.192  0.0674
H -1.235 -5.136 4.227  0.1101
H -1.045 -3.499 6.434  0.1032
H 0.621 -1.575 6.933  0.0773
H 2.117 -1.524 5.966  0.0532
H 2.007 -2.621 7.350  0.0846
N -3.371 9.655 -2.500  0.1455
C -3.128 8.546 -2.312  -0.1957
C -2.825 7.173 -2.076  -0.2394
C -2.385 6.762 -0.815  -0.0206
C -2.101 5.433 -0.584  -0.0119
C -2.253 4.485 -1.600  -0.2249
C -2.689 4.906 -2.861  -0.0180
C -2.975 6.233 -3.098  -0.0262
C -2.030 3.103 -1.338  -0.0192
C -1.860 1.946 -1.035  -0.0161
H -2.274 7.496 -0.028  0.1207
H -1.749 5.107 0.386  0.1269
H -2.812 4.177 -3.651  0.1201
H -3.328 6.559 -4.067  0.1174
Cl -3.207 1.315 7.281  0.6519
C -2.233 1.079 5.863  -0.6738
C -1.994 -0.207 5.409  -0.1050
C -1.202 -0.392 4.287  -0.0128
C -0.670 0.703 3.625  -0.1212
C -0.935 1.990 4.079  -0.0064
C -1.708 2.185 5.210  -0.1012
C 0.096 0.506 2.362  -0.5801
O 0.854 -0.492 2.212  -0.1272
O -0.042 1.350 1.439  -0.0767
H -2.442 -1.051 5.916  0.1036
H -0.996 -1.386 3.911  0.1258
H -0.528 2.835 3.538  0.1242
H -1.922 3.181 5.573  0.1022

The value obtained for the energy above the lowest of the compared OMol25 structures with the same formula, charge and spin is 35.87 kJ/mol. The total charge is -1. The calculation puts the HOMO-LUMO gap at 5.74 eV.

***

(2)
Below is C51H60F5GaINO2P as an isolated structure, with properties calculated with the ωB97M-V functional and the def2-TZVPD basis.

Each line ends with the Löwdin charge.
Element x y z (Å)
C -2.074 -0.595 7.822  0.0539
C -1.220 -1.610 7.810  -0.0668
C 0.198 -1.472 8.233  -0.5057
O 0.898 -2.415 8.497  0.1228
O 0.645 -0.188 8.332  -0.0438
C 1.750 0.137 7.462  -0.1712
C 1.326 0.224 6.009  -0.1684
C 0.580 1.531 5.677  -0.1916
C -0.675 1.371 4.810  -0.2288
C -0.400 1.407 3.303  -0.2869
C 0.308 0.156 2.768  -0.2494
Ga 0.369 -0.041 0.756  0.3398
C 0.277 -2.058 0.335  -0.2723
C -1.023 -2.648 0.877  -0.4256
C -1.143 -4.171 0.754  -0.6604
I -0.401 -5.188 2.485  0.6774
C -1.244 0.792 -0.154  -0.2010
C -1.209 1.543 -1.332  -0.1063
C -2.377 2.033 -1.904  -0.1884
N -3.594 1.837 -1.402  0.0272
C -3.645 1.131 -0.271  -0.1809
C -2.531 0.609 0.371  -0.1231
P 2.440 0.915 0.111  0.8154
C 3.666 -0.279 0.850  -0.4953
C 4.210 0.202 2.207  -0.1907
C 2.730 0.633 -1.703  -0.5095
C 2.872 -0.830 -2.155  -0.1696
H -3.114 -0.729 7.552  0.0659
H -1.739 0.396 8.098  0.0732
H -1.516 -2.603 7.495  0.1112
H 2.554 -0.585 7.623  0.1195
H 2.097 1.107 7.818  0.1238
H 2.231 0.139 5.401  0.1078
H 0.711 -0.638 5.740  0.1112
H 0.327 2.044 6.610  0.1004
H 1.276 2.195 5.152  0.1098
H -1.405 2.140 5.085  0.0990
H -1.141 0.406 5.048  0.0954
H -1.355 1.549 2.791  0.0802
H 0.240 2.273 3.107  0.1031
H 1.354 0.185 3.100  0.0272
H -0.134 -0.733 3.236  0.0474
H 0.270 -2.165 -0.754  0.0387
H 1.137 -2.583 0.763  0.0400
H -1.175 -2.360 1.922  0.0597
H -1.868 -2.223 0.322  0.0919
H -2.178 -4.497 0.663  0.0283
H -0.569 -4.539 -0.091  0.0221
H -0.264 1.749 -1.827  0.0688
H -2.330 2.608 -2.824  0.0841
H -4.633 0.968 0.150  0.0891
H -2.676 0.046 1.288  0.0902
H 4.488 -0.408 0.142  0.0554
H 3.215 -1.268 0.972  0.0498
H 3.699 -0.298 3.034  0.0446
H 5.273 -0.031 2.316  0.0547
H 4.077 1.279 2.326  0.0373
H 1.940 1.115 -2.278  0.0248
H 3.654 1.165 -1.953  0.0457
H 3.893 -1.188 -2.018  0.0551
H 2.604 -0.958 -3.207  0.0589
H 2.223 -1.485 -1.571  0.0364
F -1.153 -6.079 -2.006  0.0548
C -1.934 -7.105 -1.617  -0.2903
C -1.366 -8.145 -0.911  -0.0139
C -2.177 -9.202 -0.524  -0.0782
C -3.529 -9.208 -0.844  -0.0980
C -4.071 -8.145 -1.553  -0.0861
C -3.274 -7.079 -1.946  -0.0141
H -0.312 -8.119 -0.671  0.1190
H -1.749 -10.024 0.034  0.1040
H -4.155 -10.034 -0.540  0.0874
H -5.124 -8.142 -1.805  0.0957
H -3.676 -6.238 -2.494  0.1181
F -5.302 -11.780 -1.862  0.0477
C -5.414 -11.641 -3.199  -0.2865
C -4.704 -12.496 -4.017  -0.0156
C -4.821 -12.343 -5.391  -0.0853
C -5.631 -11.348 -5.921  -0.0981
C -6.331 -10.501 -5.073  -0.0819
C -6.228 -10.644 -3.697  -0.0209
H -4.074 -13.258 -3.580  0.1172
H -4.273 -13.003 -6.049  0.1032
H -5.714 -11.231 -6.993  0.0995
H -6.959 -9.721 -5.482  0.1046
H -6.764 -9.998 -3.016  0.1148
F 4.865 3.322 -0.344  0.0490
C 5.613 3.988 0.542  -0.2946
C 6.981 3.790 0.554  -0.0183
C 7.744 4.484 1.481  -0.0963
C 7.141 5.354 2.379  -0.1105
C 5.763 5.529 2.349  -0.0905
C 4.986 4.846 1.426  -0.0104
H 7.426 3.101 -0.151  0.1149
H 8.817 4.342 1.502  0.0987
H 7.741 5.889 3.103  0.0941
H 5.287 6.199 3.053  0.1005
H 3.911 4.957 1.384  0.1197
F 1.772 3.293 -3.581  0.0635
C 1.065 4.272 -4.173  -0.2789
C 1.523 4.801 -5.363  -0.0158
C 0.785 5.809 -5.968  -0.0855
C -0.386 6.271 -5.383  -0.1121
C -0.821 5.717 -4.186  -0.0886
C -0.096 4.709 -3.568  -0.0081
H 2.440 4.426 -5.797  0.1155
H 1.128 6.235 -6.902  0.1023
H -0.956 7.057 -5.858  0.0903
H -1.736 6.068 -3.724  0.1037
H -0.423 4.264 -2.637  0.1081
F -0.060 9.465 -5.772  0.0503
C -0.190 10.221 -4.662  -0.2803
C 0.272 11.522 -4.691  -0.0205
C 0.137 12.296 -3.548  -0.0897
C -0.445 11.765 -2.405  -0.0998
C -0.896 10.452 -2.405  -0.0776
C -0.773 9.666 -3.542  -0.0059
H 0.727 11.910 -5.592  0.1150
H 0.491 13.318 -3.551  0.1016
H -0.543 12.371 -1.515  0.0988
H -1.343 10.031 -1.515  0.1067
H -1.110 8.639 -3.563  0.1024

The total charge is -1. The calculation puts the HOMO-LUMO gap at 5.85 eV.

***

(3)
Below is C51H64As2N6OS6TeTi as an isolated structure, with properties calculated with the ωB97M-V functional and the def2-TZVPD basis.

Each line ends with the Löwdin charge.
Element x y z (Å)
Ti 0.348 -0.966 0.253  0.1326
S 1.929 0.595 -0.595  -0.0238
As 3.359 -0.696 0.582  -0.0658
S 1.950 -1.943 1.785  -0.0102
S 0.698 -3.453 -0.671  0.5774
S 4.474 -1.927 -0.700  -0.2906
C -2.940 -2.526 3.429  -0.0638
C -2.061 -1.654 2.503  -0.2052
N -1.410 -2.493 1.517  -0.1814
C -0.701 -3.569 2.189  -0.2359
C -1.713 -4.534 2.835  -0.0634
N -3.040 -3.873 2.814  -0.1010
C -3.512 -3.747 1.414  -0.0548
C -2.394 -3.055 0.608  -0.1680
H -3.945 -2.113 3.533  0.1307
H -2.491 -2.629 4.420  0.1333
H -1.288 -1.130 3.082  0.0595
H -2.659 -0.906 1.977  0.0391
H -0.033 -3.122 2.933  0.0611
H -0.079 -4.075 1.435  0.0273
H -1.433 -4.751 3.866  0.1308
H -1.787 -5.473 2.283  0.1356
H -3.701 -4.439 3.348  0.1858
H -4.426 -3.154 1.416  0.1330
H -3.738 -4.737 1.017  0.1359
H -2.816 -2.257 -0.007  0.0616
H -1.891 -3.765 -0.053  0.0919
C 2.090 -2.411 5.317  -0.3388
As 1.291 -0.728 4.642  1.0841
C 1.077 0.046 6.466  -0.3341
C 3.019 0.159 4.150  -0.3649
C 3.567 1.078 5.172  -0.3198
C 4.574 0.697 6.052  -0.0519
C 5.067 1.588 6.990  -0.0967
C 4.565 2.875 7.070  -0.1106
C 3.553 3.261 6.206  -0.0915
C 3.062 2.372 5.272  -0.0617
H 2.957 -2.198 5.939  0.0123
H 2.403 -3.024 4.476  -0.0118
H 1.365 -2.971 5.912  0.0066
H 2.012 0.022 7.023  0.0134
H 0.325 -0.527 7.013  0.0072
H 0.735 1.077 6.406  -0.0073
H 2.846 0.713 3.222  0.0270
H 3.720 -0.645 3.913  0.0627
H 4.989 -0.301 5.991  0.1111
H 5.856 1.281 7.663  0.0962
H 4.960 3.574 7.796  0.0922
H 3.148 4.262 6.259  0.0932
H 2.267 2.671 4.603  0.0840
C -1.533 -0.740 -9.199  -0.0656
C -0.949 -0.524 -7.830  -0.2880
C -0.842 0.745 -7.286  -0.0350
C -0.309 0.946 -6.021  -0.3022
C -0.215 2.350 -5.509  -0.0738
C 0.120 -0.136 -5.254  -0.3257
Te 0.792 0.174 -3.203  1.4828
N -0.123 -2.091 -1.238  -0.5847
C -1.102 -2.067 -2.128  -0.6397
O -1.453 -0.920 -2.562  -0.3016
C -1.858 -3.241 -2.586  -0.1711
C -1.435 -4.578 -2.575  -0.0851
C -2.307 -5.579 -2.958  -0.0970
C -3.598 -5.287 -3.379  -0.1100
C -4.012 -3.961 -3.431  -0.0981
C -3.153 -2.958 -3.050  -0.0244
C 2.611 1.103 -3.925  -0.4169
C 3.440 0.302 -4.700  -0.1230
C 4.672 0.743 -5.133  -0.0976
C 5.098 2.011 -4.781  -0.1049
C 4.288 2.813 -4.000  -0.0677
C 3.043 2.377 -3.562  -0.3318
C 2.233 3.271 -2.670  -0.1261
C 0.045 -1.413 -5.807  -0.2934
C 0.534 -2.639 -5.097  -0.0655
C -0.481 -1.589 -7.082  -0.0285
H -2.023 0.166 -9.554  0.0650
H -2.262 -1.551 -9.184  0.0720
H -0.750 -1.008 -9.911  0.0749
H -1.180 1.596 -7.867  0.1043
H -0.212 3.055 -6.338  0.0743
H 0.697 2.481 -4.935  0.0340
H -1.059 2.582 -4.859  0.0592
H -0.427 -4.831 -2.276  0.0298
H -1.967 -6.608 -2.951  0.0963
H -4.264 -6.086 -3.676  0.0883
H -5.005 -3.723 -3.790  0.0929
H -3.444 -1.918 -3.073  0.1122
H 3.108 -0.699 -4.942  0.0935
H 5.307 0.099 -5.724  0.0948
H 6.065 2.370 -5.103  0.0900
H 4.628 3.801 -3.714  0.1019
H 2.301 4.312 -2.989  0.0758
H 2.618 3.193 -1.654  0.0434
H 1.185 2.962 -2.639  0.0297
H 1.040 -2.378 -4.167  0.0340
H 1.232 -3.187 -5.732  0.0834
H -0.302 -3.298 -4.859  0.0733
H -0.527 -2.589 -7.496  0.1158
N -0.105 0.367 1.693  -0.4858
S -1.224 1.510 1.966  0.9732
C -0.868 2.041 3.668  -0.3357
C -1.817 1.631 4.628  -0.1036
C -2.008 2.343 5.788  -0.0922
C -1.268 3.495 6.041  -0.0697
C -0.303 3.890 5.117  -0.0770
C -0.110 3.189 3.952  -0.0904
C -0.771 2.966 1.062  -0.3923
C -1.791 3.807 0.611  -0.1006
C -1.470 4.964 -0.063  -0.0855
C -0.139 5.316 -0.262  -0.0627
C 0.874 4.487 0.207  -0.0714
C 0.568 3.309 0.849  -0.1160
H 0.776 0.645 2.133  -0.0411
H -2.415 0.754 4.415  0.0972
H -2.741 2.006 6.511  0.1040
H -1.447 4.076 6.934  0.1017
H 0.305 4.761 5.318  0.1085
H 0.606 3.547 3.229  0.0977
H -2.817 3.528 0.811  0.1000
H -2.255 5.610 -0.430  0.0994
H 0.108 6.231 -0.778  0.1029
H 1.906 4.772 0.071  0.1120
H 1.354 2.641 1.174  0.0718
N -4.310 1.985 -1.360  0.0670
C -3.064 1.413 -1.350  -0.8812
N -2.163 1.820 -2.254  0.1275
S -2.740 0.252 -0.205  0.7580
H -4.428 2.848 -1.867  0.0921
H -4.800 1.922 -0.483  0.0714
H -2.473 2.362 -3.047  0.1013
H -1.380 1.181 -2.448  -0.0173

The value obtained for the energy above the lowest of the compared OMol25 structures with the same formula, charge and spin is 357.10 kJ/mol. The total charge is -1. The expectation value of S² is 0.76. The calculation puts the HOMO-LUMO gap (spin up / spin down) at 2.88 / 3.06 eV. The spin multiplicity is 2.